Here is 12 unconnected molecules or ions with the total composition C19H38BCl23NO2 at a distorted geometry from OMol25. Energies are from wB97M-V/def2-TZVPD.

The geometry in XYZ format:
```
84
Properties=species:S:1:pos:R:3:mulliken_charge:R:1
C -0.155 -4.255 4.820 -0.736
C -0.238 -4.537 3.177 -0.556
C -0.472 -3.111 2.333 0.525
Cl -2.167 -3.234 1.593 -0.143
N 0.643 -2.839 1.348 0.838
C 1.942 -2.858 1.869 -0.211
C 3.080 -2.640 0.705 -0.787
C 2.118 -1.794 -0.367 0.175
C 0.661 -2.577 -0.141 -0.257
C -0.392 -1.516 -0.815 0.893
B 0.042 -0.945 -2.295 1.063
O -0.018 0.547 -2.473 -0.180
O 0.414 -1.892 -3.365 -0.516
H 0.886 -3.761 5.077 0.185
H -0.381 -5.227 5.446 0.354
H -1.012 -3.477 5.113 0.190
H -1.207 -5.215 3.017 0.360
H 0.662 -5.169 2.772 0.278
H -0.493 -2.270 3.176 -0.351
H 2.298 -3.029 2.979 0.319
H 4.109 -2.170 1.012 0.393
H 3.326 -3.599 0.033 0.322
H 2.698 -2.032 -1.382 -0.843
H 2.230 -0.705 0.069 0.293
H 0.871 -3.607 -0.706 -0.147
H -1.411 -2.116 -0.971 0.301
H -0.674 -0.656 -0.036 -1.117
H -0.892 0.781 -1.997 0.070
H 1.401 -2.061 -3.316 0.059
C -1.570 3.358 -3.826 -0.026
Cl -1.212 4.857 -4.692 -0.162
Cl -1.962 3.680 -2.132 -0.099
H -2.423 2.868 -4.301 0.160
H -0.696 2.704 -3.871 0.081
C 1.978 3.312 -1.957 0.285
Cl 3.722 3.150 -1.717 -0.191
Cl 1.205 4.033 -0.539 -0.043
H 1.796 3.951 -2.824 0.254
H 1.549 2.322 -2.131 -0.318
C -2.781 1.958 -7.361 -0.286
Cl -2.398 0.570 -6.335 -0.125
Cl -3.753 3.147 -6.487 -0.155
H -1.849 2.429 -7.685 0.193
H -3.341 1.612 -8.233 0.419
C 0.077 0.004 5.368 0.211
Cl 1.124 -0.415 6.729 -0.162
Cl 0.723 -0.630 3.850 -0.027
H -0.915 -0.421 5.538 0.296
H 0.005 1.092 5.296 -0.223
C -0.112 -5.500 -3.009 -0.260
Cl 1.640 -5.658 -2.833 -0.158
Cl -0.853 -4.929 -1.509 -0.035
H -0.326 -4.784 -3.807 0.187
H -0.533 -6.475 -3.266 0.384
C -2.813 1.353 1.048 -0.436
Cl -1.058 1.245 1.230 -0.105
Cl -3.300 1.037 -0.622 -0.129
H -3.285 0.616 1.702 0.358
H -3.138 2.358 1.329 0.366
C 4.113 -2.825 -5.176 -0.332
Cl 4.471 -1.326 -6.042 -0.120
Cl 3.721 -2.503 -3.482 -0.171
H 3.259 -3.315 -5.651 0.231
H 4.986 -3.479 -5.221 0.364
C -1.177 6.836 0.297 -0.223
Cl -0.794 5.448 1.323 -0.127
Cl -2.150 8.025 1.172 -0.164
H -0.246 7.307 -0.027 0.301
H -1.738 6.490 -0.575 0.186
C -1.468 4.006 6.389 -0.419
Cl -0.422 3.587 7.750 -0.043
Cl -0.822 3.371 4.870 -0.139
H -2.461 3.581 6.558 0.279
H -1.540 5.094 6.317 0.325
C -0.351 2.617 11.488 -0.235
Cl 0.910 2.906 10.283 -0.160
Cl -1.228 1.120 11.144 -0.146
H 0.111 2.540 12.475 0.294
H -1.055 3.452 11.474 0.252
C 0.042 -0.098 -9.015 -0.179
Cl -0.656 1.389 -9.669 -0.165
Cl 1.544 0.234 -8.144 -0.117
H -0.674 -0.555 -8.327 0.168
H 0.253 -0.785 -9.838 0.312
```

The LUMO energy is -4.2 eV. Its electronic energy is -11560.890362 Eh. The total charge is +1.